DFT (ωB97M-V/def2-TZVPD) results for the molecule C24H24BFNO4PS at a distorted geometry.

Summary:
* electronic energy: -2148.5181 hartree
* HOMO level: -0.2871 Ha
* SMILES: CCP(C)c1cc(CCF)c2c(c1)Nc1c(OC(=O)c3ccccc3)ccc(B(O)O)c1S2
* LUMO energy: -0.05 eV

Atoms and positions in Å:
S -0.92407 0.01526 2.04982
P 4.65052 0.41997 -1.98940
F 1.37611 2.83311 2.33865
O -4.00065 -0.67632 3.81071
O -3.03078 -2.97749 4.31579
O -4.07621 -2.02669 -4.36307
O -2.51316 -2.44226 -2.68395
N -0.74305 -0.49957 -1.22343
C 6.91538 2.03667 -1.04143
C -1.98546 -1.16416 1.08760
C 5.91107 -0.96134 -1.65906
C -2.63291 -2.27199 -1.23949
C -5.50218 -0.31838 -1.71792
C 0.49434 -0.18729 -0.48141
C 2.26210 2.31894 3.37954
C -5.96894 0.96233 -0.93313
C -3.27077 0.93394 -2.42342
C -3.59245 -1.65426 -3.25909
C -3.09302 -2.02040 1.76721
C -4.14435 -0.35380 -2.47337
C 2.04008 0.40580 1.64706
C -3.73115 2.20349 -1.64070
C 1.80862 -0.07791 -1.34672
C 2.22798 0.69228 3.22734
C -1.72414 -1.26771 -0.43590
C 5.41265 2.14628 -1.67424
C 0.62614 0.08341 1.03857
C 3.19852 0.28342 -0.74611
C -5.10003 2.26910 -0.87017
C -3.75454 -3.13282 -0.56566
C 3.33997 0.50984 0.78409
C -4.00741 -3.00055 0.96784
B -3.39053 -1.91720 3.38265
H -4.42120 -3.85312 -1.17184
H 1.91242 2.65620 4.41320
H -2.24257 0.95816 -2.93390
H -6.15597 -1.25644 -1.71857
H -0.43965 -1.15767 -1.97365
H 3.29674 2.73491 3.14080
H 1.40928 0.21934 3.86367
H 6.71788 -0.97775 -2.47290
H -4.84067 -3.59551 1.49225
H -5.44097 3.17811 -0.26886
H -2.05802 -3.11986 4.20078
H 6.32614 -0.81989 -0.60338
H 5.31196 -1.94951 -1.66971
H 7.51313 1.35196 -1.75079
H 4.36997 0.74457 1.24678
H -6.97781 0.93352 -0.39210
H -3.00826 3.08781 -1.65243
H -3.90335 -0.55796 4.78219
H 5.55409 2.74913 -2.65328
H 3.26808 0.33746 3.55682
H 6.86464 1.54961 0.00055
H 1.72756 -0.27561 -2.47922
H 7.38515 3.08742 -0.98221
H 4.75372 2.81144 -1.00339